# 1
# C26H26Br2N4O3PtS

A structure of composition C26H26Br2N4O3PtS (ωB97M-V/def2-TZVPD, the Open Molecules 2025 dataset).

The calculation puts the calculated total energy at -193651.3961 eV. Its expectation value of S² is 2.007. The energy above the lowest of the compared OMol25 structures with the same formula, charge and spin comes out at 0.0 kcal/mol.

ORCA input file:
```
! wB97M-V def2-TZVPD RIJCOSX def2/J DEFGRID3
* xyz 0 3
Pt -0.7323 -0.7919 0.4770
Br -2.2799 -3.1477 7.1070
Br -3.7820 1.4134 4.1342
S -0.1097 -1.6818 -2.6211
O -2.1050 0.0597 1.9932
O -2.0203 -1.4318 -1.0479
O 0.6529 -1.3433 -1.3250
N 0.8259 0.6158 1.2879
N -0.7788 4.1716 -3.2858
N -0.7215 -2.2758 2.1132
N 0.5532 3.3862 -1.4793
C -0.0557 -3.4087 2.1056
C -0.0313 -4.2235 3.2570
C 3.2476 2.9572 -0.3238
C 0.3352 4.4507 -3.9579
C 1.0095 -0.2296 -4.6627
C -2.2073 -2.1652 5.4809
C -2.8893 -0.9829 5.3941
C 0.6567 1.1844 2.4865
C -0.7098 -3.8465 4.3785
C -2.8523 -0.2317 4.2173
C 0.2773 0.7219 -3.7217
C 1.5944 4.2092 -3.4402
C -1.4546 -2.6448 4.3892
C 1.2734 -1.4938 -3.8472
C -0.8518 -0.1028 -3.1336
C 1.6259 1.2069 0.4030
C 0.6499 -3.8022 0.8430
C -2.1447 -0.6275 3.0778
C -2.9446 -2.4739 -0.9739
C 2.1057 2.9838 1.9040
C 2.2918 2.3964 0.6604
C 1.2757 2.3703 2.8283
C 2.9881 3.4573 -1.5325
C -1.4294 -1.8729 3.2052
C 1.6676 3.6740 -2.1579
C -0.6043 3.6432 -2.0762
H -3.4584 -0.6216 6.2392
H 1.7528 0.6922 -0.5430
H 0.5332 -5.1463 3.2383
H 1.3411 -3.0196 0.5280
H 0.9526 1.0475 -2.9272
H -0.0916 1.6115 -4.2351
H 0.2024 4.8865 -4.9428
H 1.3065 -2.3982 -4.4553
H -1.3104 0.3074 -2.2369
H 1.1911 -4.7378 0.9740
H 1.1062 2.8002 3.8059
H -0.0762 -3.9193 0.0355
H 0.3630 -0.4623 -5.5125
H -0.6886 -4.4600 5.2692
H -2.4871 -3.4263 -0.6600
H 3.8267 3.7938 -2.1323
H 2.1773 -1.4269 -3.2450
H -3.7567 -2.2488 -0.2694
H -1.5024 3.4021 -1.5167
H 0.0144 0.6675 3.1848
H 2.6025 3.9168 2.1426
H -1.6305 -0.3186 -3.8689
H 4.2867 2.9331 -0.0074
H 2.4872 4.4383 -4.0070
H 1.9308 0.2043 -5.0543
H -3.3990 -2.6395 -1.9600
*
```

# 2
# C51H52BrN8O2PW

A structure of composition C51H52BrN8O2PW (ωB97M-V/def2-TZVPD, the Open Molecules 2025 dataset).

The calculation puts the calculated total energy at -150886.9764 eV. Its expectation value of S² is 2.055. The energy above the lowest of the compared OMol25 structures with the same formula, charge and spin comes out at 107.1 kcal/mol.

ORCA input file:
```
! wB97M-V def2-TZVPD RIJCOSX def2/J DEFGRID3
* xyz 2 3
W -0.1600 -0.8156 -0.4095
Br -4.8247 -4.9814 4.2361
P 1.6676 1.1631 -1.7421
O 0.2375 -2.4206 -1.8371
O -1.1445 -2.1271 0.5750
N -0.5924 0.4941 1.1056
N -2.0311 1.2057 -3.1521
N -1.9692 -0.7326 2.8278
N -1.8711 -0.1086 -1.2583
N 1.6285 -0.5209 0.4246
N -1.8430 -0.2829 5.2034
N -0.0250 -1.0604 4.1264
N -2.2717 -1.1454 -3.3250
C 4.3083 0.7283 1.5901
C -2.1613 -2.6129 1.3265
C 3.9262 -1.5628 0.6094
C 4.7939 -0.4461 1.1624
C -1.2645 -0.6521 4.0388
C 1.3870 -1.5238 -4.5630
C -5.3949 1.1242 0.7099
C -2.6222 -3.8636 0.9912
C 3.7552 5.2264 -1.6637
C -5.3732 1.0290 -0.7060
C -2.7594 1.6037 -4.3102
C -2.8371 -2.3092 -2.6689
C 0.3909 2.1123 2.6052
C -4.2244 1.0115 1.3927
C 1.7281 0.5476 1.3703
C -1.6439 2.3106 -2.2741
C -3.0424 0.2438 -0.5719
C -2.0567 -0.0103 -2.6113
C -1.4590 -0.9174 6.4541
C -1.8839 0.3860 1.8301
C 0.6434 -2.0578 3.2567
C 1.1303 -0.7757 -3.4407
C 0.4926 1.1093 1.7007
C 1.5348 2.6847 3.1140
C -3.0734 0.4825 0.8322
C 2.7747 -1.0265 -0.3093
C 2.7706 2.1898 2.7479
C -4.2339 0.5242 -1.3251
C 3.0791 -0.0066 -1.4025
C 5.2588 -2.3284 -1.3948
C -3.2918 -2.7166 3.4565
C 3.4717 3.0490 -2.6623
C -2.5586 -1.9884 2.5346
C 2.9348 1.1197 1.8553
C 5.0995 -1.2022 -2.2416
C 2.0274 3.7342 -0.8048
C -2.1987 -1.2145 -4.7726
C 1.4071 0.6527 -3.4446
C 0.9094 -0.3487 4.9969
C 2.3878 2.8026 -1.8145
C 0.5069 -1.3073 -2.2774
C 1.7052 1.2682 -4.6374
C -3.0293 0.4783 5.1998
C 4.8195 -2.5372 -0.1372
C 1.8790 0.5001 -5.8036
C 4.1278 -0.1554 -2.2144
C -3.6718 -4.0093 3.1333
C 1.7826 -0.8720 -5.7630
C 2.7311 4.9840 -0.7351
C 4.0998 4.3447 -2.6539
C -3.3461 -4.5699 1.9040
H 1.5825 0.1600 4.3878
H 1.2174 3.5168 -0.1022
H -2.3479 -1.1995 7.0013
H 0.3825 0.4725 5.5364
H 4.2879 0.5274 -3.0205
H -3.1447 -1.2838 -5.2317
H 1.3448 3.4682 3.8764
H 5.0952 1.3932 1.9511
H -1.7560 -0.2958 -5.1162
H -3.3670 0.7861 -4.6801
H -1.8979 1.2907 2.4319
H 4.3310 6.1276 -1.5094
H -2.0025 1.7753 -5.1189
H 3.6436 2.5858 3.1704
H -3.5403 -5.5992 1.6261
H -3.0557 -2.2032 -1.6065
H -1.6284 -2.1332 -5.0509
H 1.2039 -2.6281 -4.5094
H 2.5716 5.6053 0.0963
H 5.8527 -1.1590 -2.9943
H 5.0350 4.4989 -3.2065
H -2.2843 -4.2432 -0.0082
H 5.8579 -0.5064 1.0213
H -4.1978 1.3354 2.4238
H 2.0517 0.9168 -6.7709
H 1.4662 -1.0166 5.6645
H 3.8931 2.2943 -3.2676
H 1.1530 -1.6211 2.4006
H -2.1598 -3.1199 -2.7784
H -3.9841 -0.0342 4.9217
H -3.7706 -2.5664 -3.1709
H -3.6294 -2.2453 4.3241
H -2.4895 2.6672 -1.7166
H -2.9463 1.3345 4.5153
H 1.3670 -2.6117 3.8247
H -0.5199 2.5809 2.8590
H 1.8855 2.3256 -4.5983
H 5.2091 -3.4527 0.3572
H -0.8783 -0.1921 7.0613
H -3.2261 0.9042 6.1758
H 2.4285 -1.9685 -0.8149
H -6.3367 1.2384 -1.2576
H -3.3061 2.5085 -4.0811
H -0.8590 2.0044 -1.5694
H 3.4574 -2.0326 1.4527
H 1.8721 -1.5929 -6.5986
H -0.8072 -1.8027 6.3182
H 6.0758 -2.9881 -1.7532
H -6.2139 1.5024 1.2596
H -4.2050 0.4168 -2.4344
H -1.1500 3.0340 -2.8872
H -0.0990 -2.6755 2.8130
*
```

# 3
# C5H41NO14

A cluster of 15 separate species, C5H41NO14 in total (ωB97M-V/def2-TZVPD, the Open Molecules 2025 dataset).

The calculation puts the calculated total energy at -36008.4979 eV. The energy above the lowest of the compared OMol25 structures with the same formula, charge and spin comes out at 0.0 kcal/mol.

ORCA input file:
```
! wB97M-V def2-TZVPD RIJCOSX def2/J DEFGRID3
* xyz 0 1
O -2.0434 2.9281 2.3040
O 3.1257 -2.2008 -1.6707
O 3.0694 0.2973 -2.6214
O -0.7679 2.9790 -2.3219
O 3.2809 1.3558 -0.1259
O -2.9909 0.4072 2.4214
O 1.7651 -2.4733 2.7675
O 3.2801 -1.3431 0.8717
O -3.8209 0.2671 -0.1448
O 0.4412 1.3149 4.0899
O -0.3134 -1.2640 3.9766
O -3.2310 1.8921 -2.1912
O 0.9179 1.4759 -3.7526
O -0.2484 2.9421 0.3021
N 0.5559 0.3898 1.0747
C -0.8738 -2.6138 -0.7032
C -0.5425 -0.4931 0.6312
C -0.6652 -0.3868 -1.8750
C -0.3814 -3.4742 -1.8611
C -0.2054 -1.2156 -0.6887
H 3.8992 2.0698 0.0873
H 0.2841 2.0012 -3.1865
H 3.2551 -1.8087 -0.0056
H -1.6449 2.6437 -2.3513
H -2.6437 3.5760 2.1199
H 2.2495 -2.0618 2.0211
H 0.8868 -1.3279 -0.7618
H -3.9588 -0.6746 -0.2698
H -0.3193 0.6480 -1.7562
H -1.7595 -0.3421 -1.9379
H -0.2915 -0.7264 -2.8004
H 0.4269 0.6391 2.0360
H 2.4535 -2.8605 3.3209
H 0.6885 -3.7738 -1.7470
H -0.6681 -3.1236 0.2238
H -0.4885 -2.9766 -2.8497
H 2.4326 1.6191 0.1643
H 2.2816 0.7036 -3.0395
H -2.6638 1.3140 2.4148
H -0.4794 -1.6983 4.8408
H 0.1361 0.3535 4.2580
H 1.1401 2.0997 -4.4635
H -3.5332 1.3488 -2.9415
H 2.3616 -2.6564 -1.9997
H -3.3931 1.3562 -1.3909
H 0.4700 -1.7055 3.5761
H -0.8509 -1.2050 1.4965
H -0.3476 1.8268 4.0051
H 3.5191 -0.4207 0.7309
H -2.2561 -0.0992 2.7811
H -0.8786 -4.4340 -1.8861
H -3.4960 0.3013 0.7540
H 1.3846 -0.1447 0.9419
H 3.1733 0.7541 -1.8010
H 0.1248 2.0412 0.4536
H -1.4259 2.9523 1.5459
H -1.4453 0.2032 0.5418
H -1.9839 -2.4963 -0.7476
H -0.5566 3.0241 -1.3282
H 3.1209 -1.3190 -2.1142
H 0.4441 3.5948 0.5820
*
```